Entry 1:
ORCA calculation (ωB97M-V with the def2-TZVPD basis set) on a cluster of 8 separate species, C50H46O17S in total.

```
! RIJCOSX wB97M-V def2-TZVPD def2/J DEFGRID3
* xyz 0 1
C 2.8527 1.1180 1.8468
C 2.3627 -0.3679 1.2635
C 0.7892 -0.7134 1.6372
O -0.0594 0.5184 1.7224
S -1.1347 0.5746 0.3608
O -1.4352 2.0946 0.1580
O -2.5797 -0.2392 0.7547
C -3.7668 0.6657 0.5969
C -5.0852 -0.2952 0.7317
C -6.4444 0.4432 1.2680
C -6.2320 1.4935 2.5078
C -7.4179 -0.7798 1.8638
H 2.1247 1.9730 1.5142
H 2.8183 1.0506 3.0305
H 3.9323 1.3215 1.4303
H 2.5937 -0.4880 0.1165
H 3.0220 -1.1569 1.8658
H 0.7953 -1.1666 2.7399
H 0.3246 -1.5383 0.9379
H -3.8024 1.1290 -0.5016
H -3.6745 1.5110 1.3997
H -5.3243 -0.6963 -0.3597
H -4.8000 -1.2209 1.4137
H -6.9826 1.0496 0.3948
H -5.4385 1.1549 3.3122
H -7.2730 1.6369 3.0751
H -5.9896 2.5694 2.0565
H -6.9283 -1.8202 1.5512
H -8.4639 -0.6447 1.3576
H -7.4158 -0.7003 3.0312
C 6.6729 2.6874 0.7073
C 7.7732 3.4256 0.5316
C 9.0180 2.8319 0.0051
O 10.0261 3.5063 -0.1541
C 8.9993 1.3920 -0.3211
C 7.8990 0.6539 -0.1454
C 6.6542 1.2476 0.3811
O 5.6461 0.5732 0.5403
H 5.7519 3.1071 1.0931
H 7.8027 4.4831 0.7654
H 9.9203 0.9724 -0.7069
H 7.8696 -0.4036 -0.3792
C -4.6749 -5.7368 4.3185
C -5.2876 -4.8594 3.5179
C -4.5215 -4.0031 2.5911
O -5.0813 -3.1983 1.8594
C -3.0529 -4.1551 2.5820
C -2.4402 -5.0326 3.3826
C -3.2063 -5.8889 4.3094
O -2.6464 -6.6937 5.0411
H -5.2218 -6.3719 5.0046
H -6.3641 -4.7365 3.5123
H -2.5060 -3.5201 1.8958
H -1.3637 -5.1555 3.3882
C 3.4433 -7.5939 2.8177
C 2.4900 -7.0944 2.0252
C 1.4119 -6.2434 2.5663
O 0.5379 -5.7875 1.8420
C 1.4289 -5.9647 4.0161
C 2.3822 -6.4643 4.8086
C 3.4603 -7.3152 4.2675
O 4.3343 -7.7712 4.9919
H 4.2408 -8.2203 2.4371
H 2.4641 -7.2890 0.9597
H 0.6315 -5.3383 4.3967
H 2.4081 -6.2696 5.8741
C -1.7460 4.3636 -1.6061
C -0.6338 4.9994 -1.2252
C -0.2693 6.3124 -1.7931
O 0.7495 6.8942 -1.4465
C -1.1818 6.8959 -2.7964
C -2.2940 6.2601 -3.1773
C -2.6585 4.9471 -2.6095
O -3.6773 4.3654 -2.9561
H -2.0276 3.3997 -1.2001
H 0.0453 4.5850 -0.4898
H -0.9002 7.8598 -3.2024
H -2.9731 6.6746 -3.9127
C 5.8650 1.9842 6.3705
C 5.6875 1.2210 7.4533
C 4.3450 0.7494 7.8464
O 4.1814 0.0525 8.8383
C 3.2072 1.1523 6.9962
C 3.3847 1.9155 5.9134
C 4.7272 2.3871 5.5203
O 4.8908 3.0840 4.5284
H 6.8428 2.3392 6.0686
H 6.5120 0.9163 8.0866
H 2.2294 0.7973 7.2981
H 2.5602 2.2201 5.2800
C -4.6434 0.1543 -6.6525
C -3.5140 -0.5604 -6.6557
C -2.3507 -0.1585 -5.8405
O -1.3159 -0.8109 -5.8444
C -2.4844 1.0622 -5.0208
C -3.6138 1.7769 -5.0176
C -4.7770 1.3750 -5.8328
O -5.8119 2.0274 -5.8289
H -5.5055 -0.1262 -7.2452
H -3.4005 -1.4585 -7.2510
H -1.6223 1.3426 -4.4281
H -3.7273 2.6750 -4.4223
C 1.5947 0.3150 -8.6774
C 0.5091 0.6492 -7.9731
C -0.5294 1.5326 -8.5392
O -1.5224 1.8405 -7.8946
C -0.3225 2.0309 -9.9135
C 0.7632 1.6967 -10.6178
C 1.8016 0.8133 -10.0517
O 2.7946 0.5054 -10.6964
H 2.3662 -0.3312 -8.2769
H 0.3424 0.2913 -6.9642
H -1.0940 2.6771 -10.3140
H 0.9298 2.0546 -11.6268
*
```

For the HOMO energy, the calculation gives -9.96 eV. The largest force on an atom comes out at 5.40 eV/Å. The frontier orbital gap comes out at 8.07 eV. The LUMO energy comes out at -1.89 eV.

=====

Entry 2:
ORCA calculation (ωB97M-V with the def2-TZVPD basis set) on a structure of composition C50H47CeF3N9O2P2S2.

```
! RIJCOSX wB97M-V def2-TZVPD def2/J DEFGRID3
* xyz 3 1
Ce -0.8783 0.4410 0.1598
C 0.2758 5.1376 -1.0213
C 0.1685 3.7448 -1.0364
N -0.7519 3.0724 -0.3494
C -1.6092 3.8439 0.3567
C -1.4812 5.2332 0.4320
N -0.5015 5.8823 -0.2058
C -2.6192 3.1952 1.2026
C -3.8446 3.7348 1.5522
C -4.7688 2.8692 2.1241
C -4.3071 1.7102 2.6925
C -3.0085 1.3101 2.4896
N -2.2505 1.9831 1.6459
C -2.3217 0.1988 3.1975
C -2.7070 -0.1725 4.4967
N -1.9768 -0.9500 5.2715
C -0.8449 -1.3972 4.7480
C -0.4631 -1.1030 3.4262
N -1.1665 -0.2292 2.6946
C -6.1666 3.3140 2.3262
C -7.1515 2.4391 1.9024
C -8.4955 2.8197 2.0374
N -8.8685 3.9245 2.6293
C -7.9217 4.7624 3.1055
C -6.5341 4.5070 2.9466
H 1.0230 5.6770 -1.5667
H 0.7843 3.2163 -1.7614
H -2.0644 5.8680 1.0992
H -4.1986 4.7198 1.3022
H -4.9243 1.0817 3.2985
H -3.6635 0.1114 4.9632
H -0.2975 -2.0863 5.3489
H 0.4771 -1.4184 2.9810
H -6.8937 1.4682 1.4909
H -9.3046 2.1694 1.6405
H -8.2526 5.6501 3.5485
H -5.8486 5.2337 3.3349
C 6.6773 -3.4092 -1.0615
S 5.2655 -4.5305 -1.2400
C 4.5077 -3.5808 -2.5844
C 3.3163 -2.7218 -2.2165
C 3.5123 -1.7086 -1.1212
N 2.2156 -1.0429 -0.8144
P 2.1472 0.5864 -0.2538
C 2.8252 0.6416 1.3650
C 4.1271 0.2519 1.6427
C 4.6438 0.2857 2.9419
C 3.8127 0.7382 3.9703
C 2.5227 1.1477 3.7301
C 2.0485 1.0334 2.4415
C 3.2008 1.4940 -1.3684
C 3.4107 1.0793 -2.6540
C 4.4075 1.6963 -3.4241
C 5.1600 2.7464 -2.9047
C 4.9037 3.1722 -1.6158
C 3.8988 2.5946 -0.8846
P 1.0564 -1.8409 0.0745
C 1.6795 -3.0948 1.1664
C 1.5765 -4.4854 0.9473
C 2.1317 -5.3620 1.8943
C 2.7498 -4.8528 3.0258
C 2.8693 -3.5006 3.2649
C 2.4157 -2.6199 2.2813
C -0.1542 -2.5947 -1.0171
C -1.1430 -3.3931 -0.4701
C -2.0563 -4.0786 -1.2587
C -2.0286 -3.9208 -2.6246
C -0.9301 -3.3131 -3.1608
C -0.0186 -2.6147 -2.3895
H 7.3019 -3.7690 -0.2384
H 6.3091 -2.4289 -0.7994
H 7.2729 -3.3982 -1.9806
H 4.2128 -4.2714 -3.3570
H 5.3233 -2.9643 -2.9877
H 2.5389 -3.4166 -1.8101
H 2.9325 -2.2065 -3.0845
H 4.2908 -0.9428 -1.4001
H 3.8646 -2.1400 -0.1713
H 4.7554 -0.0371 0.8173
H 5.6871 0.0813 3.1258
H 4.2378 0.8004 4.9804
H 1.7709 1.4924 4.4319
H 1.0326 1.4491 2.2745
H 2.8984 0.2241 -3.0871
H 4.6362 1.3263 -4.4368
H 5.9353 3.1610 -3.5222
H 5.4870 3.9993 -1.2224
H 3.6909 2.9943 0.1013
H 1.0732 -4.8645 0.0813
H 2.1122 -6.4080 1.6494
H 3.1736 -5.5424 3.6907
H 3.4081 -3.1220 4.1538
H 2.5609 -1.5701 2.4257
H -1.2509 -3.4860 0.6052
H -2.8848 -4.5774 -0.7765
H -2.8207 -4.3369 -3.2388
H -0.8114 -3.3395 -4.2658
H 0.7653 -2.0436 -2.8244
F -4.7866 -2.2919 -1.1432
C -4.8738 -1.0712 -0.6815
F -5.6411 -1.0752 0.4068
F -5.4305 -0.2958 -1.6041
C -3.4621 -0.6188 -0.3568
O -2.9948 0.3048 -1.0693
O -2.8237 -1.2016 0.5413
C -1.4904 0.9986 -6.4071
N -0.6952 0.9723 -5.2028
C -1.2139 0.7045 -4.0274
N -2.5028 0.3995 -3.9214
S -0.2197 0.7098 -2.6202
H -0.8469 1.2511 -7.2630
H -2.2768 1.7126 -6.3350
H -1.8848 0.0078 -6.6337
H 0.2991 1.2305 -5.2495
H -3.0982 0.5045 -4.7372
H -2.9553 0.3311 -3.0158
*
```

As for the energy above the lowest of the compared OMol25 structures with the same formula, charge and spin: 0.0713 eV. For the HOMO energy (spin up / spin down), the calculation gives -14.28 / -14.28 eV. The largest force on an atom comes out at 2.91 eV/Å. The frontier orbital gap (spin up / spin down) comes out at 4.11 / 4.10 eV. The LUMO energy (spin up / spin down) comes out at -10.17 / -10.18 eV.

=====

Entry 3:
ORCA calculation (ωB97M-V with the def2-TZVPD basis set) on a structure of composition C50H48F4FeN3O7P2S3.

```
! RIJCOSX wB97M-V def2-TZVPD def2/J DEFGRID3
* xyz -2 6
Fe 0.0255 -0.0010 0.4550
S -1.5344 0.8667 -1.2053
P -0.4825 2.5297 -0.6976
C 0.7780 2.1768 0.3416
P 2.3790 1.8703 -0.0877
S 2.7182 0.1541 -0.9889
C 3.3075 1.9203 1.4917
C 2.8478 2.7378 2.5229
C 3.5313 2.8004 3.7274
C 4.6750 2.0345 3.9165
C 5.1175 1.1944 2.9057
C 4.4327 1.1329 1.6999
C 3.1644 3.2535 -1.0178
C 2.9561 4.5688 -0.6043
C 3.5092 5.6287 -1.3030
C 4.2827 5.3863 -2.4323
C 4.4951 4.0823 -2.8505
C 3.9348 3.0230 -2.1480
C -0.0293 3.3787 -2.2564
C 0.6086 2.6235 -3.2398
C 1.0256 3.2160 -4.4185
C 0.8090 4.5719 -4.6333
C 0.1759 5.3293 -3.6611
C -0.2407 4.7341 -2.4762
C -1.6269 3.6896 0.1162
C -3.0021 3.5932 -0.0466
C -3.8497 4.4915 0.5886
C -3.3213 5.4918 1.3888
C -1.9466 5.5865 1.5631
C -1.1054 4.6838 0.9375
H 1.9088 3.2631 2.3991
H 3.1475 3.4170 4.5296
H 5.1957 2.0637 4.8658
H 5.9809 0.5595 3.0647
H 4.7471 0.4519 0.9176
H 2.3443 4.7627 0.2683
H 3.3286 6.6443 -0.9732
H 4.7082 6.2132 -2.9881
H 5.0881 3.8856 -3.7355
H 4.0816 2.0006 -2.4757
H 0.7938 1.5685 -3.0679
H 1.5321 2.6196 -5.1670
H 1.1399 5.0361 -5.5551
H 0.0066 6.3875 -3.8176
H -0.7345 5.3356 -1.7232
H -3.4100 2.7921 -0.6496
H -4.9219 4.3884 0.4793
H -3.9817 6.1769 1.9058
H -1.5344 6.3392 2.2227
H -0.0387 4.7066 1.1243
C 2.7801 -5.5451 2.5734
C 2.3320 -4.1175 2.3746
C 2.5234 -3.1897 3.3884
C 2.0985 -1.8773 3.1892
C 2.2683 -0.8242 4.2440
C 1.5046 -1.5726 1.9863
C 1.2326 -2.4682 0.9219
C 1.7187 -3.7801 1.1775
N 0.5663 -1.9283 -0.1416
C 0.1459 -2.5890 -1.3860
C 0.6133 -4.0411 -1.5931
C 0.1320 -4.6061 -2.9358
C -1.3947 -4.6028 -2.9847
C -1.8869 -3.1664 -2.8159
C -1.3492 -2.2984 -3.9546
C 0.1790 -2.3237 -3.9234
C 0.6747 -3.7604 -4.0871
C 0.6685 -1.7752 -2.5841
C -1.3955 -2.6310 -1.4679
H 3.3318 -5.6571 3.5073
H 3.4259 -5.8782 1.7579
H 1.9256 -6.2242 2.6077
H 2.9975 -3.4770 4.3199
H 3.0475 -1.1141 4.9520
H 1.3360 -0.6671 4.7863
H 2.5428 0.1383 3.8077
H 1.2713 -0.5091 1.8611
H 1.6106 -4.5691 0.4607
H 0.2207 -4.6646 -0.7899
H 1.7046 -4.0819 -1.5616
H 0.4984 -5.6350 -3.0295
H -1.7982 -5.2263 -2.1811
H -1.7456 -5.0235 -3.9339
H -2.9812 -3.1566 -2.8420
H -1.7045 -1.2700 -3.8391
H -1.7199 -2.6706 -4.9173
H 0.5784 -1.7008 -4.7314
H 1.7694 -3.7764 -4.0802
H 0.3456 -4.1750 -5.0473
H 0.3479 -0.7393 -2.4663
H 1.7599 -1.7710 -2.5616
H -1.7565 -3.2646 -0.6537
H -1.7838 -1.6279 -1.3048
F -5.5917 -4.5523 -1.9442
C -5.5054 -4.1518 -0.6610
C -4.8227 -3.0545 -0.3063
N -4.7581 -2.5987 0.9792
C -3.8515 -1.4940 1.2994
C -2.3917 -1.9604 1.4669
O -2.1749 -3.1249 1.7769
O -1.5718 -1.0289 1.2437
C -5.3832 -3.2694 2.0054
O -5.4162 -2.8998 3.1551
N -6.0438 -4.4305 1.6051
C -6.1873 -4.9591 0.3355
O -6.8253 -5.9753 0.1246
H -4.2881 -2.4655 -1.0396
H -4.1989 -1.0657 2.2381
H -3.9312 -0.7380 0.5173
H -6.4892 -4.9399 2.3563
F -3.0351 -0.0710 4.1420
C -2.8565 1.1805 3.7043
F -3.4164 1.2596 2.4872
F -3.5601 1.9874 4.5210
S -1.0691 1.6501 3.6847
O -0.5787 1.0775 4.9130
O -1.1154 3.0922 3.6110
O -0.5902 1.0091 2.4702
*
```

As for the energy above the lowest of the compared OMol25 structures with the same formula, charge and spin: 0.3195 eV. For the HOMO energy (spin up / spin down), the calculation gives -1.98 / -1.76 eV. The largest force on an atom comes out at 1.19 eV/Å. The frontier orbital gap (spin up / spin down) comes out at 5.93 / 5.68 eV. The LUMO energy (spin up / spin down) comes out at 3.94 / 3.92 eV.

=====

Entry 4:
ORCA calculation (ωB97M-V with the def2-TZVPD basis set) on a structure of composition C50H49FeO7P3S.

```
! RIJCOSX wB97M-V def2-TZVPD def2/J DEFGRID3
* xyz 1 6
Fe -0.8335 -0.1186 -0.0760
O 0.2288 -0.4749 1.8665
P 1.4578 -1.2804 2.2037
C 2.4921 -1.3961 0.7097
P 2.5383 0.1485 -0.2481
O 1.1711 0.5299 -0.7535
C 3.2430 1.4057 0.8142
C 2.3708 2.2302 1.5200
C 2.8812 3.1568 2.4184
C 4.2522 3.2571 2.6142
C 5.1231 2.4240 1.9212
C 4.6214 1.4917 1.0265
C 3.7024 -0.1337 -1.5852
C 3.7939 -1.4003 -2.1659
C 4.6311 -1.6060 -3.2521
C 5.3753 -0.5510 -3.7636
C 5.2817 0.7127 -3.1961
C 4.4454 0.9246 -2.1110
C 2.3587 -0.5968 3.5948
C 3.6985 -0.8881 3.8465
C 4.2958 -0.4385 5.0154
C 3.5549 0.2893 5.9380
C 2.2187 0.5793 5.6909
C 1.6196 0.1400 4.5194
C 1.1333 -2.9853 2.6416
C 1.6368 -3.5665 3.8073
C 1.3736 -4.9016 4.0760
C 0.6048 -5.6492 3.1931
C 0.0846 -5.0663 2.0447
C 0.3510 -3.7378 1.7611
H 1.9678 -2.1354 0.0996
H 3.4993 -1.7598 0.9262
H 1.3007 2.1176 1.3721
H 2.2094 3.7926 2.9843
H 4.6462 3.9808 3.3185
H 6.1924 2.4996 2.0819
H 5.2989 0.8372 0.4890
H 3.2070 -2.2244 -1.7769
H 4.7035 -2.5893 -3.6982
H 6.0292 -0.7144 -4.6121
H 5.8620 1.5328 -3.5986
H 4.3691 1.9119 -1.6707
H 4.2755 -1.4782 3.1406
H 5.3380 -0.6628 5.2095
H 4.0202 0.6252 6.8572
H 1.6427 1.1443 6.4135
H 0.5773 0.3585 4.3138
H 2.2197 -2.9800 4.5052
H 1.7607 -5.3550 4.9807
H 0.3959 -6.6905 3.4105
H -0.5490 -5.6392 1.3789
H -0.0932 -3.2739 0.8856
C -2.4863 -0.8758 3.5792
C -2.9802 -0.9065 2.1418
C -4.4909 -1.0189 2.0866
O -2.5776 0.2827 1.4256
C -2.3687 -2.1126 1.4080
O -2.5122 -3.2237 1.8893
O -1.7590 -1.8418 0.2882
H -2.9057 -0.0128 4.1073
H -1.3977 -0.8306 3.6059
H -2.8011 -1.7855 4.0871
H -4.9504 -0.1276 2.5237
H -4.8020 -1.8991 2.6489
H -4.8354 -1.1186 1.0572
H -2.1143 0.8767 2.0255
O 0.5791 -2.5056 -1.5875
C -0.2620 -2.3509 -2.3701
C -1.1869 -2.2445 -3.3522
C -1.2372 -3.2611 -4.3711
C -2.1547 -3.1737 -5.3749
C -3.0621 -2.1046 -5.4403
C -3.0255 -1.1152 -4.4672
C -2.1274 -1.1314 -3.4166
P -2.1397 0.2184 -2.1801
C -1.8930 1.6811 -3.2392
C -2.9155 2.3612 -3.8943
C -2.6093 3.3996 -4.7638
C -1.2869 3.7690 -4.9819
C -0.2634 3.1006 -4.3226
C -0.5668 2.0620 -3.4525
C -3.8912 0.2997 -1.6639
C -4.7408 -0.7986 -1.7599
C -6.0699 -0.6880 -1.3681
C -6.5516 0.5095 -0.8610
C -5.6966 1.5958 -0.7201
C -4.3721 1.4890 -1.1135
H -0.5400 -4.0891 -4.3230
H -2.1807 -3.9471 -6.1330
H -3.7833 -2.0515 -6.2442
H -3.7327 -0.2968 -4.5254
H -3.9508 2.0938 -3.7215
H -3.4091 3.9216 -5.2757
H -1.0553 4.5738 -5.6689
H 0.7697 3.3864 -4.4881
H 0.2306 1.5279 -2.9396
H -4.3681 -1.7413 -2.1408
H -6.7279 -1.5442 -1.4574
H -7.5931 0.5965 -0.5730
H -6.0678 2.5280 -0.3081
H -3.7061 2.3382 -1.0084
C -1.1525 4.6263 0.9235
S -1.1213 3.4037 -0.3768
C 0.4492 3.8704 -1.1039
O -0.9258 2.0886 0.3466
H -1.0640 5.6237 0.4882
H -0.3218 4.4100 1.5979
H -2.1044 4.5260 1.4449
H 0.2544 4.6549 -1.8387
H 0.8330 2.9753 -1.5925
H 1.1429 4.2106 -0.3374
*
```

As for the energy above the lowest of the compared OMol25 structures with the same formula, charge and spin: 0.1625 eV. For the HOMO energy (spin up / spin down), the calculation gives -8.38 / -10.73 eV. The largest force on an atom comes out at 0.80 eV/Å. The frontier orbital gap (spin up / spin down) comes out at 6.55 / 8.49 eV. The LUMO energy (spin up / spin down) comes out at -1.83 / -2.24 eV.